P) Density functional theory data (the ωB97M-V functional and the def2-TZVPD basis) for C24H20F3FeNO9S as an isolated structure.

XYZ file:
```
59
C24H20F3FeNO9S (the ωB97M-V functional and the def2-TZVPD basis)
Fe 0.71 0.34 -1.34
O 0.06 -5.97 1.66
C 0.12 -4.63 1.34
C -0.37 -4.14 0.14
C -0.26 -2.78 -0.11
N 0.30 -1.92 0.74
C 0.73 -2.41 1.92
C 0.65 -3.75 2.26
C 1.30 -1.44 2.96
O 1.11 -1.75 4.15
O 1.90 -0.42 2.53
C -0.86 -2.27 -1.43
O -1.54 -3.06 -2.08
O -0.62 -1.06 -1.73
H -0.34 -6.42 0.91
H -0.84 -4.77 -0.60
H 0.99 -4.06 3.24
C 3.93 2.15 -0.49
C 2.64 1.98 0.30
C 2.86 2.34 1.76
O 2.21 0.62 0.16
C 1.57 2.92 -0.31
O 1.65 4.13 -0.11
O 0.66 2.34 -1.00
H 4.71 1.54 -0.03
H 4.24 3.20 -0.47
H 3.79 1.83 -1.52
H 3.63 1.70 2.19
H 1.95 2.19 2.35
H 3.16 3.39 1.82
H 2.04 0.19 1.06
O -1.86 1.14 -0.34
S -1.87 2.55 0.14
C -1.07 2.57 1.75
C -0.92 1.38 2.44
C -0.36 1.40 3.71
C 0.04 2.62 4.26
C -0.08 3.80 3.54
C -0.63 3.78 2.26
C -3.55 2.77 0.80
C -4.41 1.69 0.75
C -5.71 1.83 1.22
C -6.14 3.05 1.72
C -5.27 4.13 1.76
C -3.97 3.99 1.30
H -1.20 0.45 1.95
H -0.18 0.48 4.24
H 0.50 2.63 5.24
H 0.28 4.73 3.95
H -0.67 4.67 1.65
H -4.04 0.75 0.34
H -6.39 0.99 1.19
H -7.16 3.16 2.09
H -5.60 5.09 2.15
H -3.29 4.83 1.32
F 2.70 -1.11 -3.10
C 1.92 0.04 -3.10
F 2.86 1.03 -3.40
F 1.22 -0.07 -4.30
```

* <S²>: 6.01
* gap between HOMO and LUMO (alpha / beta): 6.6 / 6.5 eV
* LUMO (alpha / beta): 4.14 / 4.14 eV
* 2S+1: 5
* total charge: -2

---

Q) Density functional theory data (the ωB97M-V functional and the def2-TZVPD basis) for C24H20F3FeNO9S as an isolated structure.

XYZ file:
```
59
C24H20F3FeNO9S (the ωB97M-V functional and the def2-TZVPD basis)
Fe -0.03 -1.09 -1.15
O 2.58 -6.84 -0.50
C 1.82 -5.69 -0.42
C 0.76 -5.47 -1.29
C 0.07 -4.27 -1.20
N 0.39 -3.35 -0.31
C 1.34 -3.59 0.58
C 2.10 -4.76 0.57
C 1.47 -2.49 1.65
O 1.98 -2.78 2.73
O 1.00 -1.38 1.28
C -1.18 -3.94 -2.06
O -1.74 -4.88 -2.61
O -1.51 -2.73 -2.03
H 2.25 -7.35 -1.25
H 0.48 -6.21 -2.03
H 2.88 -4.93 1.29
C 3.96 1.21 -1.51
C 2.98 0.78 -0.43
C 3.62 0.82 0.96
O 2.55 -0.54 -0.71
C 1.77 1.78 -0.45
O 1.97 2.97 -0.22
O 0.66 1.24 -0.72
H 4.87 0.62 -1.46
H 4.21 2.26 -1.37
H 3.51 1.08 -2.49
H 4.54 0.23 0.96
H 2.93 0.39 1.69
H 3.85 1.84 1.25
H 2.08 -0.84 0.10
O -1.74 0.45 -0.77
S -1.42 1.89 -0.63
C -1.00 2.15 1.12
C -0.85 1.05 1.95
C -0.50 1.24 3.27
C -0.29 2.52 3.76
C -0.42 3.62 2.92
C -0.77 3.43 1.59
C -3.15 2.50 -0.30
C -4.10 1.61 0.18
C -5.42 1.99 0.32
C -5.80 3.28 -0.03
C -4.86 4.17 -0.52
C -3.54 3.78 -0.65
H -0.98 0.06 1.54
H -0.36 0.39 3.92
H -0.01 2.67 4.80
H -0.24 4.62 3.29
H -0.86 4.27 0.92
H -3.77 0.61 0.42
H -6.15 1.29 0.69
H -6.84 3.58 0.07
H -5.17 5.17 -0.81
H -2.80 4.47 -1.04
F 1.14 -1.83 -3.21
C 0.48 -0.59 -3.36
F 1.50 0.25 -3.76
F -0.24 -0.75 -4.52
```

* <S²>: 6.01
* gap between HOMO and LUMO (alpha / beta): 6.8 / 7.2 eV
* LUMO (alpha / beta): 4.30 / 4.30 eV
* 2S+1: 5
* total charge: -2

---

What should be chosen as the most stable of them? Choose P).

---

P) Density functional theory data (the ωB97M-V functional and the def2-TZVPD basis) for a 2-piece molecular cluster, C2H4NO2 overall.

XYZ file:
```
9
C2H4NO2 (the ωB97M-V functional and the def2-TZVPD basis)
C 0.35 0.15 0.14
C -0.34 0.09 -1.14
N -0.05 -0.08 1.46
O -0.46 0.15 2.53
O 0.49 -1.12 0.98
H 1.64 1.07 0.37
H 0.26 -0.81 -1.65
H -0.47 0.92 -1.72
H -1.42 -0.38 -0.97
```

* <S²>: 2.01
* gap between HOMO and LUMO (alpha / beta): 9.7 / 7.2 eV
* LUMO (alpha / beta): -5.11 / -10.50 eV
* 2S+1: 3
* total charge: +1

---

Q) Density functional theory data (the ωB97M-V functional and the def2-TZVPD basis) for an isolated ion of composition C2H4NO2 and charge +1.

XYZ file:
```
9
C2H4NO2 (the ωB97M-V functional and the def2-TZVPD basis)
C -1.45 0.05 -0.05
C -0.06 -0.22 -0.53
N 1.04 0.17 0.28
O -2.41 0.83 0.03
O -0.93 -1.12 0.24
H -0.11 -0.58 -1.60
H 0.78 -0.13 1.23
H 1.25 1.26 0.39
H 1.89 -0.27 0.01
```

* <S²>: 2.01
* gap between HOMO and LUMO (alpha / beta): 6.4 / 9.0 eV
* LUMO (alpha / beta): -4.48 / -8.12 eV
* 2S+1: 3
* total charge: +1

---

What should be chosen as the most stable of them? Choose Q).